Molecular formula: C5H8N2
Method: DFT, ωB97M-V/def2-TZVPD

multiplicity = 1
relative energy (zero: lowest compared OMol25 entry of this formula, charge and spin) = 66.29 kcal per mole
HOMO energy = -0.288 Eh
maximum force = 0.0099 Eh/bohr
gap between HOMO and LUMO = 8.27 eV

Last columns: bonded neighbours and bond lengths (Å).
Element x y z (Å)
1 C 2.15 -0.76 0.20  C2 1.520, H8 1.094, H9 1.093, H10 1.097
2 C 0.85 -0.21 -0.37  C1 1.520, C3 1.494, N7 1.472, H11 1.105
3 C -0.40 -1.02 -0.35  C2 1.494, C4 1.402
4 C -1.39 -0.06 -0.09  C3 1.402, N5 1.418, C6 1.400
5 N -2.79 -0.28 -0.19  C4 1.418, H12 1.014, H13 1.014
6 C -0.83 1.19 0.19  C4 1.400, N7 1.333, H14 1.088
7 N 0.50 1.13 0.13  C2 1.472, C6 1.333, H15 1.009
8 H 2.09 -0.90 1.29  C1 1.094
9 H 2.35 -1.72 -0.26  C1 1.093
10 H 2.98 -0.08 -0.02  C1 1.097
11 H 0.96 -0.10 -1.46  C2 1.105
12 H -3.31 0.02 0.63  N5 1.014
13 H -2.95 -1.27 -0.33  N5 1.014
14 H -1.33 2.13 0.42  C6 1.088
15 H 1.11 1.93 0.19  N7 1.009